w:
9
Properties=species:S:1:pos:R:3:nbo_charge:R:1 method="wB97M-V/def2-TZVPD" charge=-1 homo_ha=-0.10066 orbital_gap_ev=6.6107
C 1.13588 0.21042 0.12573 0.63
C 0.95774 -1.21604 -0.29269 -0.21
C -1.17845 0.23868 -0.29363 0.75
N -0.10362 0.83632 0.19629 -0.69
N -0.37392 -1.40207 -0.78793 -0.20
O 2.10613 0.86464 0.36315 -0.60
O -2.35946 0.48852 -0.42692 -0.63
O -0.07529 -1.84011 0.49614 -0.45
H -0.10900 1.81965 0.61987 0.40

---

x:
9
Properties=species:S:1:pos:R:3:nbo_charge:R:1 method="wB97M-V/def2-TZVPD" charge=-1 homo_ha=-0.17954 orbital_gap_ev=8.9271
O -3.66396 -0.65997 -0.99754 -0.70
C -3.45440 -0.12561 0.11254 0.69
O -4.26254 0.32941 0.94578 -0.71
C -1.92860 -0.01662 0.23658 0.45
N -0.81028 -0.60036 0.12898 -0.51
C 0.11670 0.34447 -0.16035 0.08
N -0.31189 1.55559 -0.42711 -0.13
O -1.63422 1.56927 -0.26591 -0.36
H 1.13141 0.01562 -0.33217 0.18

---

We find x to be the most stable, with the next structure 2.871 eV higher.

---

w:
9
Properties=species:S:1:pos:R:3:nbo_charge:R:1 method="wB97M-V/def2-TZVPD" charge=0 homo_ha=-0.31557 orbital_gap_ev=9.4471
O 2.01635 -0.38318 -0.51988 -0.64
C 0.70691 -0.05543 -0.25544 0.26
C -0.17090 0.94186 0.35303 -0.25
C -0.57349 -0.53565 0.38245 -0.30
C -0.53923 0.30880 -0.91603 -0.28
H 1.91259 -1.10399 -1.16542 0.48
H -0.36340 1.62883 1.07349 0.24
H -0.92205 -1.40037 0.83549 0.25
H -0.90639 0.61041 -1.88258 0.25

---

x:
9
Properties=species:S:1:pos:R:3:nbo_charge:R:1 method="wB97M-V/def2-TZVPD" charge=0 homo_ha=-0.33095 orbital_gap_ev=9.5551
O 0.26795 -1.84463 -1.53211 -0.65
C 0.04995 -0.41024 -0.51742 0.23
C 0.23386 0.03611 0.85720 -0.27
C -1.14392 0.11517 0.23440 -0.28
C -0.04842 0.99874 -0.25881 -0.26
H 0.84505 -1.38045 -2.08439 0.46
H 0.74289 -0.02516 1.79337 0.26
H -2.20551 0.07746 0.37944 0.26
H 0.19994 1.93877 -0.60152 0.25

---

We find w to be the most stable, with the next structure 1.476 eV higher.